1.
10
Properties=species:S:1:pos:R:3 method="wB97M-V/def2-TZVPD" multiplicity=1 total_charge=0 homo_ev=-10.0 orbital_gap_ha=0.4052 lumo_ev=1.05
C 0.182 -0.098 0.083
C -1.278 -0.362 -1.116
C 1.192 0.361 1.009
N -0.696 -1.047 0.063
O -0.234 0.612 -1.034
H -1.301 -1.045 -1.909
H -2.192 -0.089 -0.908
H 1.274 -0.268 1.846
H 0.806 1.329 1.388
H 2.247 0.608 0.579


2.
10
Properties=species:S:1:pos:R:3 method="wB97M-V/def2-TZVPD" multiplicity=1 total_charge=0 homo_ev="-7.7 / -7.5" orbital_gap_ha="0.3142 / 0.3034" lumo_ev="0.88 / 0.73"
C 0.433 1.008 -0.319
C 0.232 -0.355 -0.883
N 0.009 -1.082 0.381
C -0.830 -0.152 1.021
O -0.451 1.066 0.687
H 0.934 -0.939 0.851
H 0.645 1.948 -0.804
H -0.718 -0.405 -1.460
H 1.040 -0.802 -1.461
H -1.295 -0.285 1.987


3.
10
Properties=species:S:1:pos:R:3 method="wB97M-V/def2-TZVPD" multiplicity=1 total_charge=0 homo_ev=-10.5 orbital_gap_ha=0.4135 lumo_ev=0.80 smiles=COCC#N
C -0.924 0.893 0.265
O -0.607 0.047 -0.844
C 0.541 -0.844 -0.787
C 1.183 -0.686 0.513
N 1.299 -0.271 1.587
H -1.911 0.663 0.683
H -0.856 1.951 -0.012
H -0.207 0.757 1.085
H 1.252 -0.613 -1.596
H 0.230 -1.895 -0.895


Record-wise relative energy (zero: lowest compared OMol25 entry of this formula, charge and spin) values, in kcal per mole: 44.93; 84.94; 41.56